# 1
2 unconnected molecules or ions with the total composition CHCl3O2S at a distorted geometry. Source: the Open Molecules 2025 dataset; level of theory: ωB97M-V with the def2-TZVPD basis set.

CARTESIAN COORDINATES (ANGSTROEM)
C: 0.131 0.540 0.891
O: -2.883 -1.785 1.234
O: -2.615 -0.929 -1.166
S: -2.385 -0.837 0.259
Cl: 0.011 1.517 -0.504
Cl: -0.383 1.244 2.279
Cl: -3.359 0.988 0.796
H: 0.693 -0.327 1.068

**HOMO level (spin up / spin down)**: -0.367 / -0.332 Ha
**M**: 183.443 g/mol
**Orbital gap (spin up / spin down)**: 8.3 / 5.9 eV
**E_tot**: -53547.522 eV
**Lowest unoccupied orbital energy (spin up / spin down)**: -1.7 / -3.1 eV
**Largest force on an atom**: 0.045 Eh/bohr



# 2
2 unconnected molecules or ions with the total composition CHClF2O at a distorted geometry. Source: the Open Molecules 2025 dataset; level of theory: ωB97M-V with the def2-TZVPD basis set.

CARTESIAN COORDINATES (ANGSTROEM)
C: 0.314 -0.241 -0.099
O: -0.767 -0.551 0.561
F: 0.237 1.925 0.292
F: 0.191 0.160 -1.335
Cl: 1.720 -1.115 0.242
H: -1.695 -0.178 0.339

**HOMO level**: -0.382 Ha
**M**: 102.467 g/mol
**Orbital gap**: 9.4 eV
**E_tot**: -21055.167 eV
**Lowest unoccupied orbital energy**: -1.0 eV
**Largest force on an atom**: 0.074 Eh/bohr



# 3
2 unconnected molecules or ions with the total composition CHClFO3 at a distorted geometry. Source: the Open Molecules 2025 dataset; level of theory: ωB97M-V with the def2-TZVPD basis set.

CARTESIAN COORDINATES (ANGSTROEM)
C: 0.124 -0.857 -0.092
O: -0.796 0.684 3.797
O: 0.180 -0.074 2.089
O: -0.879 0.389 2.647
F: -0.990 -1.439 0.284
Cl: 1.532 -1.649 -0.078
H: -0.128 0.016 -0.542

**HOMO level (spin up / spin down)**: -0.631 / -0.630 Ha
**M**: 115.467 g/mol
**Orbital gap (spin up / spin down)**: 9.6 / 9.6 eV
**Charge**: +1
**E_tot**: -22417.888 eV
**Lowest unoccupied orbital energy (spin up / spin down)**: -7.5 / -7.5 eV
**Largest force on an atom**: 0.090 Eh/bohr